DFT (ωB97M-V with the def2-TZVPD basis set) results for a structure of composition C36H99CsF3N7O13 in a non-equilibrium geometry.

Each line ends with the Mulliken charge.
Positions of all 159 atoms, in Å:
1 Cs 1.846 3.451 1.506  1.248
2 C -0.360 1.288 -0.732  -0.672
3 O 0.045 1.215 0.665  0.366
4 O -0.989 2.462 -0.886  -0.087
5 C 0.835 1.013 -1.612  0.362
6 F 1.923 1.774 -1.199  -0.316
7 F 1.214 -0.303 -1.541  -0.276
8 F 0.619 1.295 -2.917  -0.203
9 C -0.606 0.244 1.447  0.445
10 C -0.152 0.524 2.863  -0.180
11 H -0.458 1.538 3.163  0.403
12 H -0.553 -0.078 3.677  -0.323
13 H 0.934 0.492 2.847  -0.115
14 H -0.359 -0.772 1.130  0.262
15 H -1.695 0.369 1.382  -0.539
16 H -1.142 0.518 -0.858  0.366
17 C -4.111 2.926 -2.371  -0.278
18 O -3.385 1.959 -3.080  -0.511
19 H -3.471 3.686 -1.915  0.038
20 H -4.847 3.393 -3.027  0.413
21 H -4.723 2.450 -1.589  -0.125
22 H -2.724 1.600 -2.420  0.123
23 C -0.277 6.089 -1.227  -0.393
24 O 0.616 5.029 -0.941  -0.449
25 H 0.240 7.049 -1.190  0.321
26 H -0.655 6.029 -2.260  0.067
27 H -1.150 6.108 -0.566  0.132
28 H 0.048 4.236 -1.072  0.164
29 C -2.116 0.376 6.324  -0.355
30 O -1.595 -0.901 6.678  -0.563
31 H -2.269 1.041 7.177  0.382
32 H -1.477 0.834 5.561  0.056
33 H -3.091 0.248 5.853  0.205
34 H -0.814 -0.817 7.228  0.279
35 C -3.117 4.296 1.115  -0.417
36 O -1.754 3.892 1.373  -0.511
37 H -3.128 5.042 0.312  0.200
38 H -3.746 3.431 0.886  -0.128
39 H -3.539 4.743 2.017  0.343
40 H -1.482 3.207 0.695  0.177
41 C -4.610 -2.823 -3.177  -1.513
42 C -3.532 -1.930 -3.766  1.232
43 C -2.780 -2.722 -4.812  -0.666
44 O -2.353 -3.997 -4.365  -0.344
45 C -1.367 -4.010 -3.366  -0.623
46 N -4.197 -0.746 -4.299  -0.714
47 H -5.186 -2.303 -2.412  0.319
48 H -4.173 -3.682 -2.650  0.364
49 H -5.263 -3.207 -3.960  0.357
50 H -2.824 -1.743 -2.942  -0.365
51 H -1.946 -2.131 -5.229  0.314
52 H -3.460 -2.966 -5.634  0.322
53 H -0.387 -3.769 -3.786  0.312
54 H -1.323 -5.034 -2.981  0.247
55 H -1.648 -3.387 -2.513  0.234
56 H -4.756 -0.369 -3.531  0.212
57 H -3.541 0.025 -4.457  0.309
58 C 8.046 0.390 -4.875  -1.282
59 C 7.060 0.647 -6.029  0.254
60 C 5.830 1.389 -5.501  -0.275
61 O 5.053 0.476 -4.747  -0.364
62 C 4.043 1.107 -4.024  -0.134
63 N 7.768 1.408 -7.058  -0.723
64 H 8.669 1.260 -4.690  0.338
65 H 8.671 -0.461 -5.158  0.302
66 H 7.505 0.059 -3.988  0.331
67 H 6.750 -0.319 -6.419  0.356
68 H 5.236 1.728 -6.369  -0.007
69 H 6.124 2.271 -4.911  0.299
70 H 3.626 0.417 -3.296  0.237
71 H 3.317 1.559 -4.698  -0.161
72 H 4.482 1.904 -3.395  0.330
73 H 7.214 1.482 -7.909  0.266
74 H 7.944 2.365 -6.763  0.260
75 C 4.244 -4.962 4.710  -1.347
76 C 4.508 -4.334 3.362  0.310
77 C 3.438 -3.328 3.063  -0.064
78 O 2.218 -3.995 2.858  -0.416
79 C 1.159 -3.110 2.708  -0.672
80 N 5.855 -3.678 3.391  -0.693
81 H 4.868 -5.845 4.866  0.399
82 H 3.217 -5.349 4.794  0.232
83 H 4.375 -4.282 5.555  0.201
84 H 4.480 -5.101 2.589  0.437
85 H 3.663 -2.720 2.169  0.360
86 H 3.366 -2.632 3.914  -0.040
87 H 1.016 -2.317 3.457  0.207
88 H 0.251 -3.713 2.661  0.275
89 H 1.167 -2.573 1.735  0.360
90 H 5.712 -2.720 3.724  0.233
91 H 6.119 -3.547 2.406  0.327
92 C -2.650 -2.319 3.548  -0.476
93 C -3.268 -3.317 4.507  0.158
94 C -2.188 -4.270 4.997  -0.575
95 O -1.545 -4.859 3.878  -0.280
96 C -0.635 -5.856 4.229  -0.852
97 N -3.879 -2.550 5.618  -0.739
98 H -2.288 -2.845 2.665  0.563
99 H -1.856 -1.779 4.058  -0.236
100 H -3.423 -1.632 3.198  -0.090
101 H -4.012 -3.896 3.958  0.489
102 H -2.670 -5.060 5.603  0.380
103 H -1.461 -3.742 5.637  0.231
104 H 0.309 -5.425 4.607  0.309
105 H -0.373 -6.403 3.324  0.243
106 H -1.009 -6.554 4.988  0.391
107 H -3.122 -2.088 6.145  0.234
108 H -4.284 -3.209 6.291  0.278
109 C -4.601 0.678 1.331  -1.370
110 C -5.982 1.237 1.282  0.660
111 C -6.930 0.313 0.603  -0.920
112 O -6.644 0.285 -0.789  -0.071
113 C -7.636 -0.338 -1.541  -0.953
114 N -6.416 1.463 2.739  -0.802
115 H -3.831 1.264 1.826  0.662
116 H -4.212 0.714 0.292  0.104
117 H -4.571 -0.382 1.599  0.336
118 H -5.936 2.242 0.859  0.060
119 H -7.974 0.651 0.751  0.407
120 H -6.870 -0.699 1.049  0.318
121 H -8.517 0.314 -1.658  0.322
122 H -7.991 -1.271 -1.082  0.388
123 H -7.229 -0.551 -2.525  0.236
124 H -7.438 1.524 2.759  0.287
125 H -6.194 0.595 3.239  0.280
126 C 4.383 0.334 2.493  -1.314
127 C 3.617 0.431 3.805  1.253
128 C 4.518 0.157 5.013  -1.175
129 O 5.039 -1.117 4.997  -0.312
130 C 5.852 -1.378 6.135  -0.936
131 N 3.058 1.784 3.951  -0.245
132 H 4.699 -0.693 2.322  0.238
133 H 5.277 0.973 2.516  0.342
134 H 3.810 0.659 1.609  0.226
135 H 2.809 -0.305 3.796  -0.594
136 H 3.904 0.307 5.925  0.424
137 H 5.296 0.942 5.090  0.435
138 H 6.389 -2.299 5.937  0.313
139 H 5.199 -1.556 7.002  0.313
140 H 6.500 -0.526 6.339  0.362
141 H 2.444 1.961 4.733  0.222
142 H 3.848 2.419 3.969  0.323
143 C -0.226 4.282 -4.514  -1.244
144 C -0.542 3.297 -5.634  0.570
145 C 0.652 2.798 -6.346  -0.039
146 O 1.398 3.907 -6.835  -0.289
147 C 2.581 3.513 -7.512  -0.447
148 N -1.347 2.140 -5.235  -0.658
149 H 0.533 4.999 -4.845  0.465
150 H 0.086 3.867 -3.551  0.134
151 H -1.136 4.855 -4.305  0.362
152 H -1.126 3.863 -6.368  0.236
153 H 0.357 2.189 -7.215  0.381
154 H 1.281 2.177 -5.686  -0.454
155 H 3.132 2.716 -6.977  -0.032
156 H 3.265 4.360 -7.601  0.272
157 H 2.392 3.119 -8.531  0.307
158 H -2.026 2.425 -4.519  0.317
159 H -0.771 1.503 -4.694  0.229

Properties
calculated total energy = -3111.9990 Eh
charge = 0
Kohn-Sham gap = 7.86 eV


DFT (ωB97M-V with the def2-TZVPD basis set) results for a cluster of 3 separate species, C34H67N3O8P in total in a non-equilibrium geometry.

Each line ends with the Löwdin spin population.
Positions of all 113 atoms, in Å:
1 C -0.801 -7.883 -1.634  0.000
2 C -1.431 -7.615 -0.498  0.000
3 C -2.812 -7.013 -0.500  0.000
4 N -2.837 -5.681 -1.067  0.000
5 C -2.132 -4.580 -0.371  0.000
6 C -1.938 -4.813 1.133  0.000
7 C -1.647 -3.600 2.033  0.000
8 C -0.214 -3.017 1.946  0.000
9 C -0.214 -1.490 1.795  0.000
10 C 1.145 -0.864 1.464  0.000
11 C 1.880 -1.383 0.230  0.001
12 C 1.438 -0.847 -1.157  0.000
13 C 0.278 0.137 -1.166  0.001
14 C -0.056 0.632 -2.580  0.000
15 O 1.069 0.757 -3.433  0.000
16 C 1.148 -0.296 -4.377  0.000
17 C -2.935 -3.312 -0.683  0.000
18 P -4.604 -3.237 0.031  0.000
19 O -5.035 -4.354 0.878  0.000
20 O -5.619 -3.120 -1.219  0.000
21 O -4.780 -1.817 0.765  0.000
22 C -0.762 -4.355 -1.119  0.000
23 O -0.798 -3.537 -2.066  0.000
24 O 0.216 -4.990 -0.719  0.000
25 H 0.278 -7.910 -1.671  0.000
26 H -1.346 -8.047 -2.552  0.000
27 H -0.975 -7.820 0.460  0.000
28 H -3.297 -7.094 0.476  0.000
29 H -3.413 -7.640 -1.168  0.000
30 H -3.773 -5.420 -1.328  0.000
31 H -2.786 -5.342 1.556  0.000
32 H -1.076 -5.471 1.233  0.000
33 H -1.782 -3.946 3.056  0.000
34 H -2.368 -2.790 1.912  0.000
35 H 0.377 -3.506 1.186  0.000
36 H 0.276 -3.225 2.900  0.000
37 H -0.997 -1.202 1.094  0.000
38 H -0.522 -1.080 2.760  0.000
39 H 1.049 0.221 1.446  0.000
40 H 1.792 -1.078 2.320  0.000
41 H 1.880 -2.466 0.180  0.000
42 H 2.923 -1.090 0.362  0.000
43 H 2.298 -0.393 -1.644  0.000
44 H 1.148 -1.706 -1.752  0.000
45 H 0.515 1.001 -0.551  0.000
46 H -0.614 -0.373 -0.818  0.000
47 H -0.561 1.597 -2.513  0.000
48 H -0.772 -0.066 -3.015  0.000
49 H 0.397 -0.165 -5.158  0.000
50 H 1.026 -1.268 -3.902  0.000
51 H 2.144 -0.264 -4.808  0.000
52 H -3.037 -3.222 -1.760  0.000
53 H -2.398 -2.425 -0.361  0.000
54 H -5.137 -2.958 -2.035  0.000
55 H -3.898 -1.473 0.966  0.000
56 C -1.454 3.564 3.422  0.002
57 C -1.490 2.771 2.089  0.026
58 C -1.396 3.721 0.891  0.016
59 C -2.683 4.499 0.621  0.001
60 C -3.857 3.534 0.469  0.015
61 C -4.013 2.595 1.665  0.027
62 N -2.718 1.920 2.004  0.366
63 O -2.516 0.935 1.194  0.536
64 C -4.565 3.402 2.857  0.002
65 C -5.061 1.538 1.361  -0.001
66 C -0.244 1.898 2.102  -0.001
67 H -1.101 4.585 3.268  0.000
68 H -2.413 3.619 3.925  0.001
69 H -0.784 3.086 4.135  0.000
70 H -1.147 3.142 -0.005  0.002
71 H -0.564 4.409 1.051  0.001
72 H -2.869 5.219 1.424  0.000
73 H -2.569 5.083 -0.294  0.001
74 H -4.788 4.088 0.330  0.001
75 H -3.708 2.943 -0.441  0.002
76 H -4.543 2.808 3.772  0.001
77 H -5.603 3.671 2.661  0.000
78 H -4.035 4.335 3.034  0.000
79 H -4.827 0.983 0.456  0.000
80 H -6.037 2.000 1.214  0.000
81 H -5.146 0.826 2.183  0.000
82 H -0.293 1.153 2.898  0.000
83 H 0.636 2.519 2.278  0.000
84 H -0.092 1.376 1.160  0.000
85 C 3.558 1.117 -2.030  0.002
86 C 3.373 2.472 -1.295  0.027
87 C 3.837 3.635 -2.175  0.017
88 C 5.354 3.752 -2.289  0.001
89 C 5.981 3.829 -0.898  0.015
90 C 5.578 2.658 -0.001  0.027
91 N 4.092 2.475 0.018  0.369
92 O 3.559 3.341 0.814  0.533
93 C 6.303 1.388 -0.487  0.002
94 C 6.082 2.894 1.417  -0.001
95 C 1.874 2.606 -1.077  -0.001
96 H 3.715 1.260 -3.099  0.000
97 H 4.382 0.523 -1.651  0.001
98 H 2.679 0.485 -1.913  0.000
99 H 3.449 4.573 -1.764  0.002
100 H 3.392 3.527 -3.165  0.001
101 H 5.760 2.908 -2.853  0.000
102 H 5.610 4.651 -2.854  0.001
103 H 7.071 3.855 -0.978  0.001
104 H 5.681 4.771 -0.427  0.002
105 H 5.923 0.503 0.025  0.001
106 H 7.367 1.470 -0.264  0.000
107 H 6.227 1.228 -1.560  0.000
108 H 5.731 3.838 1.828  -0.001
109 H 7.172 2.921 1.412  0.000
110 H 5.764 2.090 2.083  0.000
111 H 1.509 1.839 -0.396  0.000
112 H 1.359 2.486 -2.031  0.000
113 H 1.592 3.579 -0.675  0.000

Properties
calculated total energy = -2443.1519 Eh
multiplicity = 3
<S²> = 2.008
charge = -1
Kohn-Sham gap (alpha / beta) = 6.70 / 6.47 eV


Q: Among the records above, which one has the highest charge?
A: C36H99CsF3N7O13